{
  "formula": "C5H5N",
  "method": "the ωB97M-V functional and the def2-TZVPD basis",
  "symbols": ["C", "C", "C", "C", "C", "N", "H", "H", "H", "H", "H"],
  "coordinates": [[-3.05357, -0.76886, 0.03611], [-2.71813, 0.47396, -0.03146], [-0.78008, 0.56599, 0.00567], [-1.47220, -0.89675, 0.13410], [0.65395, 0.83080, 0.00286], [-1.71680, 1.42933, -0.16418], [-1.23895, -1.17008, 1.18455], [-1.04829, -1.65934, -0.61756], [0.58269, 1.94383, -0.19948], [1.41688, 0.42606, -0.73662], [1.04270, 0.73070, 1.02517]],
  "mulliken_charge": [-0.769, 0.445, 0.463, -0.001, -0.996, -0.580, 0.222, 0.329, 0.311, 0.309, 0.266],
  "relative_energy_kj_mol": 548.4,
  "homo_energy_ha": -0.349,
  "lumo_ev": 0.39,
  "energy_ha": -248.06617
}